Entry 1:
DFT (the ωB97M-V functional and the def2-TZVPD basis) results for 7 unconnected molecules or ions with the total composition C12H34O13S.

Last column: Mulliken charge in e.
CARTESIAN COORDINATES (ANGSTROEM)
C1 3.680 0.187 1.860  -1.293
C2 3.494 0.969 0.546  0.433
C3 2.961 2.396 0.753  -1.553
C4 1.449 2.564 0.820  -0.137
O1 0.969 1.940 2.016  -0.399
C5 0.491 0.736 1.693  -0.022
O2 0.223 -0.136 2.453  -0.654
O3 0.350 0.612 0.368  1.085
C6 0.551 1.881 -0.238  1.613
C7 1.104 1.829 -1.670  -1.567
C8 1.345 0.442 -2.285  -0.862
C9 0.138 -0.513 -2.206  -0.706
S1 0.492 -1.970 -1.227  1.217
O4 0.413 -3.131 -2.064  -0.669
O5 1.708 -1.828 -0.474  -0.581
O6 -0.698 -2.020 -0.189  -0.614
C10 -0.799 2.615 -0.320  -1.527
O7 -1.495 2.649 0.899  -0.433
C11 -2.834 2.168 0.828  -0.296
C12 -2.941 0.643 0.815  -0.817
H1 3.582 0.842 2.724  0.380
H2 4.645 -0.308 1.908  0.386
H3 2.927 -0.590 1.940  0.088
H4 2.838 0.375 -0.077  -0.603
H5 4.440 1.037 0.009  0.556
H6 3.394 3.082 0.027  0.528
H7 3.319 2.727 1.729  0.609
H8 1.258 3.636 0.777  0.582
H9 2.035 2.389 -1.742  0.376
H10 0.390 2.357 -2.303  0.567
H11 2.225 -0.044 -1.882  0.471
H12 1.566 0.610 -3.339  0.522
H13 -0.147 -0.895 -3.181  0.573
H14 -0.730 -0.020 -1.776  0.052
H15 -0.318 -1.761 0.673  0.351
H16 -1.412 2.142 -1.092  0.657
H17 -0.581 3.640 -0.633  0.372
H18 -3.339 2.564 -0.055  0.233
H19 -3.352 2.553 1.703  0.414
H20 -3.913 0.345 1.201  0.530
H21 -2.164 0.190 1.423  0.050
H22 -2.859 0.261 -0.203  0.191
O8 2.902 -2.432 3.646  -0.629
H23 2.500 -3.296 3.781  0.301
H24 2.162 -1.815 3.686  0.328
O9 -4.823 3.468 -1.499  -0.616
H25 -4.967 3.322 -2.438  0.277
H26 -5.554 4.045 -1.244  0.295
O10 1.909 -5.231 0.065  -0.642
H27 1.806 -5.335 1.016  0.319
H28 1.505 -4.378 -0.135  0.249
O11 2.922 -7.660 1.831  -0.645
H29 3.745 -7.515 1.354  0.323
H30 2.254 -7.689 1.138  0.319
O12 -2.418 -4.496 -2.419  -0.624
H31 -1.493 -4.352 -2.187  0.342
H32 -2.412 -5.309 -2.932  0.292
O13 -7.776 3.899 -1.396  -0.604
H33 -8.192 3.058 -1.181  0.306
H34 -8.475 4.552 -1.296  0.304

Values from the calculation:
- E_tot (eV) = -50448.3555
- Kohn-Sham gap (eV) = 10.253
- SMILES = CCC[C@@H]1OC(=O)O[C@@]1(CCCS(=O)(=O)O)COCC.O.O.O.O.O.O

***

Entry 2:
DFT (the ωB97M-V functional and the def2-TZVPD basis) results for a molecular structure, C9H21BaFN2O2S.

Last column: Mulliken charge in e.
CARTESIAN COORDINATES (ANGSTROEM)
C1 -0.745 -1.989 1.521  -1.103
C2 -1.634 -1.014 2.305  -0.526
C3 -1.522 0.491 1.989  -0.062
C4 -2.486 0.982 0.922  -1.624
N1 -0.041 0.862 1.660  0.515
C5 0.265 1.519 0.336  -1.059
C6 0.087 0.590 -0.877  -0.268
C7 1.391 0.378 -1.648  -1.049
C8 1.170 -0.241 -3.033  -0.820
C9 1.481 -1.738 -3.075  -0.475
N2 1.005 -2.326 -4.312  -0.595
S1 0.681 1.474 2.892  1.242
O1 0.375 0.923 4.141  -0.530
O2 2.090 1.708 2.605  -0.833
F1 0.094 3.026 2.982  -0.430
H1 0.162 -1.526 1.131  0.296
H2 -1.281 -2.463 0.700  0.281
H3 -0.416 -2.794 2.176  0.390
H4 -2.682 -1.263 2.128  0.358
H5 -1.456 -1.148 3.372  0.409
H6 -1.778 1.014 2.912  0.485
H7 -3.486 0.857 1.337  0.481
H8 -2.381 2.041 0.686  0.410
H9 -2.433 0.393 0.008  0.379
H10 -0.325 2.431 0.235  0.372
H11 1.324 1.789 0.366  0.776
H12 -0.650 1.039 -1.544  0.435
H13 -0.334 -0.361 -0.553  0.210
H14 1.883 1.351 -1.756  0.417
H15 2.058 -0.268 -1.063  0.387
H16 1.813 0.260 -3.758  0.327
H17 0.136 -0.089 -3.359  0.374
H18 1.061 -2.215 -2.173  0.193
H19 2.564 -1.873 -3.026  0.379
H20 1.533 -3.147 -4.576  0.239
H21 0.029 -2.592 -4.265  0.218
Ba1 2.449 3.923 2.612  1.803

Values from the calculation:
- E_tot (eV) = -30979.2952
- Kohn-Sham gap (eV) = 5.094
- charge = +2

***

Molecular weight: 418.46 377.67 (g mol⁻¹)
Strongest force on any atom: 0.99 3.51 (eV Å⁻¹)